ORCA calculation (the ωB97M-V functional and the def2-TZVPD basis) on an isolated ion of composition C4H7N3 and charge +2.

The LUMO energy (spin up / spin down) is -15.45 / -15.14 eV. The largest force on an atom comes out at 4.1 eV/A. The value obtained for the frontier orbital gap (spin up / spin down) is 5.62 / 6.16 eV. The highest occupied orbital energy (spin up / spin down) is -21.07 / -21.30 eV. Its net charge is +2.

Geometry as XYZ:
```
14
Properties=species:S:1:pos:R:3:forces:R:3
C -2.3174 0.9341 0.1674 0.028 2.072 1.550
C -0.5294 -0.3304 -0.0323 3.109 1.033 1.231
C 2.0574 -0.0155 -0.1719 -0.220 -0.484 -1.106
C 0.8623 -0.8913 0.1220 -1.543 -0.214 -2.226
N -2.7048 -0.3149 -0.1691 1.147 -2.903 -0.849
N -1.6674 -1.0112 -0.2356 -3.274 -2.368 -0.696
N -1.0102 0.9623 0.2257 0.650 0.234 -0.868
H -3.0095 1.7125 0.4929 0.131 0.144 -0.367
H 2.8908 0.0420 0.5571 -0.853 0.444 -0.141
H 1.6457 0.8310 -0.7231 0.704 0.972 0.722
H 2.5405 -0.4841 -1.0683 0.043 -0.155 0.514
H 0.7007 -1.4036 1.0923 0.311 -0.631 0.338
H 1.0020 -1.8104 -0.6354 -0.921 0.937 1.535
H -0.4610 1.7797 0.3782 0.690 0.919 0.364
```
Forces are in eV/Å.